Computed, not measured: a structure of composition C36H22BrCl5N3O2PTi at a distorted geometry, with ωB97M-V/def2-TZVPD.

The highest occupied orbital energy (spin up / spin down) is -0.70 / -2.32 eV. The calculation puts the maximum force at 2.43 eV/Å. The frontier orbital gap (spin up / spin down) is 0.1703 / 0.2297 hartree. As for the net charge: -2. The expectation value of S² is 2.036. As for the spin multiplicity: 3.

Last column: Mulliken charge in e.
Positions of all 71 atoms, in Å:
Ti -0.97 0.41 0.18  -1.219
Cl -0.13 -0.37 3.42  -0.264
C -1.68 0.39 3.24  1.749
C -2.09 0.79 1.96  -1.304
C -3.32 1.50 2.01  0.942
Cl -3.95 2.23 0.57  -0.198
C -4.07 1.70 3.16  -0.300
Cl -5.60 2.51 3.09  -0.235
C -3.61 1.25 4.39  0.577
Cl -4.51 1.52 5.83  -0.242
C -2.39 0.60 4.42  -0.396
Cl -1.75 0.08 5.95  -0.241
O -2.64 -2.32 1.77  -0.732
C -1.52 -2.34 1.30  0.217
O -1.01 -1.44 0.50  0.499
C -0.52 -3.47 1.61  -0.664
P 0.83 -3.39 0.30  -0.013
C 1.50 -5.11 0.52  -0.021
C 1.84 -5.77 -0.66  -0.601
C 2.28 -7.09 -0.67  -0.577
C 2.37 -7.78 0.53  -0.386
C 2.03 -7.14 1.72  -0.677
C 1.60 -5.83 1.71  0.348
C 2.13 -2.40 1.18  0.796
C 2.00 -1.01 1.32  0.056
C 3.00 -0.26 1.92  -1.189
C 4.15 -0.86 2.40  -0.565
C 4.30 -2.23 2.26  -0.810
C 3.31 -2.99 1.64  -0.308
H -1.02 -4.43 1.60  0.557
H -0.12 -3.30 2.61  0.240
H 1.77 -5.22 -1.60  0.375
H 2.53 -7.57 -1.60  0.370
H 2.69 -8.82 0.54  0.354
H 2.11 -7.68 2.66  0.367
H 1.35 -5.34 2.65  0.308
H 1.12 -0.48 0.97  0.642
H 2.87 0.82 2.00  0.481
H 4.92 -0.27 2.88  0.368
H 5.21 -2.72 2.60  0.371
H 3.47 -4.05 1.51  0.343
N 0.85 7.28 -6.97  -0.663
C 0.57 6.54 -6.14  0.141
C 0.22 5.63 -5.11  0.469
C -1.09 5.11 -5.03  -0.888
C -1.44 4.24 -4.03  -0.571
C -0.51 3.82 -3.05  0.982
C 0.80 4.36 -3.14  -0.451
C 1.16 5.22 -4.15  -0.870
C -0.86 2.90 -1.99  0.656
C -1.69 1.78 -2.29  -0.655
C -2.16 1.32 -3.54  -0.368
C -2.86 0.14 -3.31  -1.309
C -2.80 -0.10 -1.95  -0.504
N -2.09 0.87 -1.33  0.383
C -0.33 3.16 -0.67  -0.330
C 0.09 4.41 -0.18  -0.595
C 0.48 4.22 1.16  -1.413
C 0.27 2.88 1.44  -0.463
N -0.23 2.23 0.35  1.040
H -1.82 5.43 -5.76  0.409
H -2.45 3.88 -3.96  0.572
H 1.54 4.03 -2.42  0.554
H 2.17 5.60 -4.21  0.410
H -1.95 1.77 -4.49  0.626
H -3.34 -0.48 -4.05  0.381
H -3.23 -0.92 -1.39  0.527
H 0.08 5.34 -0.73  0.617
H 0.85 4.97 1.84  0.401
H 0.43 2.36 2.37  0.472
Br 0.84 -0.16 -1.68  -0.572

Computed, not measured: a structure of composition C3H3KNaO3 at a distorted geometry, with ωB97M-V/def2-TZVPD.

The highest occupied orbital energy (spin up / spin down) is -3.49 / -6.26 eV. The calculation puts the maximum force at 3.71 eV/Å. The frontier orbital gap (spin up / spin down) is 0.0840 / 0.1842 hartree. As for the net charge: 0. The expectation value of S² is 0.755. As for the spin multiplicity: 2.

Last column: Mulliken charge in e.
Positions of all 11 atoms, in Å:
H -0.21 -1.32 2.08  -0.177
C -2.27 -0.61 1.57  -0.136
C -0.81 -0.52 1.30  0.101
O -0.53 -0.68 -0.07  -0.259
C 0.52 -0.01 -0.65  -0.139
O 1.04 0.90 0.02  -0.597
O -2.67 -1.39 2.54  -0.767
H -2.93 -0.45 0.70  0.320
H -0.39 0.41 1.70  0.238
K 2.79 1.41 -2.52  0.886
Na -1.59 -2.34 4.13  0.529

Computed, not measured: a cluster of 2 separate species, C2H3ClF2S in total at a distorted geometry, with ωB97M-V/def2-TZVPD.

The highest occupied orbital energy is -9.06 eV. The calculation puts the maximum force at 2.00 eV/Å. The frontier orbital gap is 0.3504 hartree. As for the net charge: 0. Its structure (SMILES) is FC(F)=CS.Cl.

Last column: Mulliken charge in e.
Positions of all 9 atoms, in Å:
C -0.83 0.66 0.76  0.026
C -1.06 1.80 1.43  0.331
F -1.44 2.86 0.69  -0.215
F -0.92 2.08 2.71  -0.192
S -0.53 -0.98 1.43  -0.208
Cl 0.42 0.09 -3.09  -0.220
H -0.84 0.65 -0.38  0.077
H -0.16 -0.39 -2.09  0.252
H -1.10 -0.87 2.72  0.148

Computed, not measured: a structure of composition C12H28N3OSi3Zr at a distorted geometry, with ωB97M-V/def2-TZVPD.

The highest occupied orbital energy (spin up / spin down) is -12.13 / -12.13 eV. The calculation puts the maximum force at 9.98 eV/Å. The frontier orbital gap (spin up / spin down) is 0.2440 / 0.2440 hartree. As for the net charge: +1.

Last column: Mulliken charge in e.
Positions of all 48 atoms, in Å:
Zr 0.14 -1.74 0.02  0.266
C 3.40 -2.27 -0.14  -0.856
O 2.15 -1.63 0.02  -0.278
Si 2.07 0.05 0.00  0.690
C 3.01 0.74 -1.49  -1.224
C 3.04 0.76 1.47  -1.235
C 0.25 0.57 0.02  0.199
Si -0.57 0.73 1.66  0.431
C -0.20 -0.75 2.78  -1.207
C 0.03 2.31 2.52  -1.165
C -2.45 0.86 1.66  -0.934
Si -0.60 0.75 -1.60  0.443
C -0.27 -0.74 -2.73  -1.201
C -2.48 0.89 -1.56  -0.943
C -0.01 2.32 -2.47  -1.179
H 4.12 -1.97 0.63  0.281
H 3.82 -2.08 -1.14  0.340
H 3.25 -3.35 -0.05  0.360
H 4.07 0.49 -1.41  0.404
H 2.93 1.83 -1.52  0.358
H 2.64 0.33 -2.43  0.364
H 4.10 0.50 1.37  0.420
H 2.69 0.36 2.42  0.349
H 2.96 1.85 1.49  0.364
H 0.86 -0.82 3.03  0.316
H -0.51 -1.68 2.29  0.549
H -0.75 -0.65 3.72  0.450
H 1.06 2.22 2.86  0.348
H -0.60 2.52 3.39  0.378
H -0.04 3.17 1.84  0.348
H -2.91 -0.01 1.19  0.210
H -2.79 1.77 1.17  0.317
H -2.81 0.89 2.69  0.431
H -0.58 -1.66 -2.24  0.552
H 0.79 -0.82 -2.99  0.297
H -0.84 -0.64 -3.66  0.446
H -2.94 0.02 -1.09  0.229
H -2.87 0.94 -2.59  0.431
H -2.80 1.80 -1.05  0.315
H 1.01 2.22 -2.84  0.354
H -0.05 3.17 -1.78  0.351
H -0.66 2.54 -3.32  0.372
N -2.02 -1.74 0.02  -0.678
C -3.17 -1.74 0.02  0.552
N -4.56 -1.75 0.02  -0.525
C -5.25 -2.94 -0.08  0.363
N -5.83 -3.94 -0.17  -0.406
H 0.14 -3.66 0.02  -0.047

Computed, not measured: a cluster of 4 separate species, C23H45FN4O3P in total at a distorted geometry, with ωB97M-V/def2-TZVPD.

The highest occupied orbital energy is -12.49 eV. The calculation puts the maximum force at 6.68 eV/Å. The frontier orbital gap is 0.3465 hartree. As for the net charge: +1.

Last column: Mulliken charge in e.
Positions of all 77 atoms, in Å:
C -6.53 -0.80 3.76  -0.743
C -5.75 -0.99 5.18  -0.582
C -4.11 -0.85 5.13  0.240
F -3.65 -1.43 6.44  -0.356
N -3.44 -1.47 3.92  0.313
C -2.26 -2.31 4.44  -0.486
C -1.32 -2.91 3.20  -0.390
O -2.11 -2.82 1.97  -0.465
C -2.17 -1.34 1.71  -0.087
P -3.00 -1.15 0.01  0.186
O -2.16 -0.02 -0.77  -0.595
C -2.84 -0.48 2.94  -0.059
C -3.80 0.75 2.49  -0.405
C -3.11 1.94 1.61  -0.703
C -1.49 2.09 1.74  -0.091
C -1.04 2.66 3.24  -0.329
O 0.32 2.14 3.48  -0.523
H -7.52 -1.45 3.81  0.331
H -6.90 0.33 3.66  0.263
H -5.95 -1.18 2.81  0.133
H -6.13 -0.12 5.90  0.313
H -6.00 -2.00 5.76  0.347
H -3.88 0.31 5.25  0.154
H -4.11 -2.15 3.50  0.545
H -2.63 -3.29 5.02  0.404
H -1.50 -1.66 5.09  0.323
H -1.13 -4.07 3.40  0.344
H -0.27 -2.40 3.15  0.246
H -1.02 -1.02 1.63  0.299
H -2.71 -2.39 -0.73  0.165
H -4.41 -0.89 0.03  0.131
H -1.92 0.01 3.53  -0.106
H -4.69 0.31 1.82  0.096
H -4.36 1.30 3.38  0.355
H -3.50 1.83 0.48  0.247
H -3.57 2.98 1.97  0.350
H -1.17 2.95 0.98  0.388
H -0.87 1.15 1.43  -0.094
H -1.03 3.83 3.30  0.358
H -1.73 2.26 4.09  0.117
H 0.32 1.13 3.50  0.318
C 2.46 0.09 -3.26  -1.161
C 1.14 -0.38 -3.84  -0.755
C 0.04 -0.54 -2.80  -0.087
C 0.34 -1.60 -1.83  0.309
N 0.58 -2.43 -1.06  -0.570
H 2.87 -0.63 -2.55  0.359
H 3.20 0.23 -4.06  0.413
H 2.34 1.05 -2.74  0.251
H 1.30 -1.33 -4.37  0.328
H 0.81 0.35 -4.59  0.342
H -0.90 -0.78 -3.31  0.345
H -0.12 0.41 -2.27  0.228
C 2.89 2.57 0.59  -0.690
C 4.40 2.61 0.74  -0.498
C 5.11 3.25 -0.46  -0.569
C 4.94 2.47 -1.69  0.336
N 4.79 1.85 -2.66  -0.415
H 2.58 1.95 -0.25  0.114
H 2.43 2.15 1.50  0.208
H 2.48 3.58 0.45  0.325
H 4.78 1.59 0.90  0.309
H 4.65 3.19 1.64  0.332
H 6.18 3.34 -0.24  0.296
H 4.73 4.27 -0.61  0.283
C 6.28 -0.72 -6.74  -1.213
C 5.19 -1.77 -6.55  -0.111
C 4.38 -2.03 -7.82  -0.360
C 3.61 -0.86 -8.24  0.210
N 3.01 0.07 -8.58  -0.445
H 5.86 0.25 -7.00  0.343
H 6.86 -0.61 -5.82  0.332
H 6.97 -1.02 -7.53  0.355
H 4.53 -1.45 -5.74  0.001
H 5.66 -2.71 -6.23  0.323
H 3.69 -2.86 -7.63  0.275
H 5.05 -2.35 -8.63  0.307

Computed, not measured: a cluster of 2 separate species, C4H6N2O in total, with ωB97M-V/def2-TZVPD.

The highest occupied orbital energy is -9.40 eV. The calculation puts the maximum force at 0.55 eV/Å. The frontier orbital gap is 0.3713 hartree. As for the net charge: 0. Its structure (SMILES) is c1cn[nH]c1.C=O.

Last column: Mulliken charge in e.
Positions of all 13 atoms, in Å:
C -2.31 -1.45 0.08  -0.068
O -1.54 -2.27 0.50  -0.394
C 0.94 1.87 0.02  -0.314
N 1.79 1.45 -0.92  -0.780
N 1.75 0.12 -0.82  0.285
C 0.91 -0.33 0.13  -0.419
C 0.35 0.79 0.71  -0.351
H -3.39 -1.67 -0.04  0.267
H -1.98 -0.43 -0.21  0.195
H 0.78 2.93 0.16  0.439
H 2.32 -0.43 -1.44  0.223
H 0.74 -1.39 0.32  0.505
H -0.35 0.82 1.53  0.413

Computed, not measured: a structure of composition C16H24O4S at a distorted geometry, with ωB97M-V/def2-TZVPD.

The highest occupied orbital energy is -8.90 eV. The calculation puts the maximum force at 1.32 eV/Å. The frontier orbital gap is 0.3264 hartree. As for the net charge: 0.

Last column: Mulliken charge in e.
Positions of all 45 atoms, in Å:
C -0.35 -5.07 -0.86  -1.377
C -0.87 -3.64 -0.78  -0.072
C -1.05 -3.20 0.68  -0.821
C -1.61 -1.81 0.74  0.069
O -2.79 -1.62 1.00  -0.701
C -0.78 -0.65 0.41  -0.318
C -1.44 0.56 0.29  1.442
C -0.71 1.83 0.03  -1.667
H -0.85 2.11 -1.02  0.370
C 0.80 1.75 0.31  1.163
C 1.03 1.68 1.82  -1.872
H 0.71 2.61 2.29  0.468
H 2.09 1.54 2.04  0.411
H 0.48 0.86 2.27  0.451
C 1.49 2.98 -0.26  -2.114
H 2.55 2.98 -0.01  0.463
H 1.41 3.01 -1.35  0.426
H 1.05 3.89 0.14  0.465
C 1.30 0.48 -0.41  0.848
C 2.81 0.35 -0.49  -0.241
O 3.42 0.35 -1.53  -0.611
O 3.39 0.22 0.70  -0.188
C 4.79 0.01 0.70  -0.841
H 5.11 0.00 1.74  0.250
H 5.30 0.80 0.14  0.352
H 5.02 -0.95 0.23  0.307
C 0.67 -0.75 0.24  0.073
O 1.34 -1.72 0.54  -0.697
H 0.95 0.52 -1.45  0.731
H -1.13 2.63 0.64  0.571
S -3.15 0.59 0.49  -0.012
C -3.66 2.30 -0.03  -0.362
C -3.75 2.44 -1.53  -0.999
H -2.78 2.36 -2.01  0.269
H -4.17 3.41 -1.79  0.329
H -4.40 1.67 -1.94  0.310
H -3.03 3.06 0.42  0.293
H -4.65 2.38 0.41  0.422
H -1.77 -3.87 1.17  0.523
H -0.09 -3.25 1.19  0.292
H -1.84 -3.57 -1.29  0.344
H -0.17 -2.98 -1.27  0.211
H -1.04 -5.76 -0.37  0.341
H -0.24 -5.38 -1.89  0.370
H 0.61 -5.15 -0.37  0.330

Computed, not measured: a structure of composition C48H84N12 at a distorted geometry, with ωB97M-V/def2-TZVPD.

The highest occupied orbital energy is -8.20 eV. The calculation puts the maximum force at 15.87 eV/Å. The frontier orbital gap is 0.2980 hartree. As for the net charge: 0.

Last column: Mulliken charge in e.
Positions of all 144 atoms, in Å:
C -2.73 2.08 -0.91  -0.507
C -2.87 3.41 -1.73  -0.289
C -4.25 3.70 -2.17  -0.485
C -4.20 4.92 -3.01  0.153
N -4.12 5.92 -3.62  -0.475
H -3.46 1.99 -0.10  0.917
H -1.75 1.81 -0.52  0.128
H -3.08 1.23 -1.50  -0.128
H -2.22 3.42 -2.60  -0.266
H -2.57 4.23 -1.08  0.422
H -4.83 3.83 -1.26  0.383
H -4.70 2.84 -2.66  0.359
C -3.07 -2.20 -2.86  -1.251
C -1.57 -2.41 -2.86  0.296
C -0.80 -1.97 -4.15  0.790
C -1.29 -2.60 -5.42  0.233
N -1.68 -3.03 -6.40  -0.585
H -3.23 -1.15 -3.10  0.160
H -3.53 -2.42 -1.90  0.331
H -3.56 -2.76 -3.65  0.523
H -1.20 -3.40 -2.60  1.068
H -1.16 -1.86 -2.02  -0.616
H 0.24 -2.12 -3.86  -0.369
H -0.83 -0.89 -4.29  -0.660
C 3.97 2.98 -2.73  -1.627
C 2.93 2.63 -1.66  -0.174
C 1.95 1.53 -2.11  1.029
C 2.47 0.17 -2.25  0.380
N 2.89 -0.94 -2.45  -0.725
H 4.64 2.13 -2.87  0.332
H 4.68 3.77 -2.48  0.446
H 3.49 3.30 -3.66  0.326
H 2.37 3.54 -1.46  0.250
H 3.52 2.26 -0.82  0.186
H 1.45 1.73 -3.06  -0.470
H 1.20 1.42 -1.34  0.272
C -0.88 -1.26 -0.04  1.074
C 0.32 -0.43 -0.39  0.573
C 0.41 1.03 0.11  0.088
C 0.31 1.15 1.58  1.189
N 0.26 1.27 2.74  -0.452
H -1.78 -0.69 -0.27  -0.656
H -0.91 -1.54 1.01  0.043
H -1.03 -2.22 -0.55  -0.674
H 0.47 -0.66 -1.45  -0.262
H 1.17 -0.99 -0.01  -0.171
H -0.38 1.56 -0.43  -0.129
H 1.35 1.49 -0.19  -1.207
C -1.20 -0.90 3.55  -0.451
C 0.07 -1.80 3.18  0.332
C 0.92 -2.05 4.39  0.177
C 2.16 -2.79 3.92  -0.169
N 3.04 -3.35 3.54  -0.560
H -1.61 -1.14 4.53  0.669
H -1.89 -1.11 2.73  0.012
H -0.94 0.15 3.61  0.052
H 0.62 -1.53 2.28  -0.163
H -0.22 -2.83 2.97  0.711
H 0.41 -2.61 5.18  0.765
H 1.25 -1.08 4.75  -0.074
C 1.54 2.35 6.60  -1.323
C 0.38 1.67 5.88  -0.883
C 0.85 1.02 4.51  1.126
C 1.74 1.74 3.60  -0.592
N 2.40 2.35 2.95  -0.594
H 1.18 2.88 7.48  0.445
H 1.98 3.13 5.98  0.290
H 2.35 1.66 6.84  0.312
H -0.28 2.49 5.60  0.259
H -0.13 0.89 6.45  0.406
H -0.11 0.83 4.02  -0.008
H 1.31 0.05 4.68  -0.909
C 0.06 3.57 -5.53  -1.565
C 0.00 2.90 -4.13  0.507
C 0.13 1.36 -4.09  -0.990
C -0.27 0.79 -2.86  0.517
N -0.70 0.31 -1.91  0.064
H -0.66 3.04 -6.15  0.360
H 1.07 3.44 -5.91  0.343
H -0.19 4.63 -5.45  0.416
H -0.85 3.20 -3.52  -0.014
H 0.82 3.38 -3.59  -0.214
H 1.17 1.11 -4.34  0.307
H -0.64 0.92 -4.73  1.111
C 1.51 5.78 1.49  -1.637
C 1.65 4.25 1.68  -0.487
C 0.50 3.26 1.30  0.176
C 0.20 3.36 -0.10  -0.095
N -0.06 3.48 -1.20  -0.228
H 0.97 6.01 0.57  0.336
H 2.51 6.18 1.35  0.411
H 1.15 6.45 2.27  0.347
H 1.85 4.16 2.74  0.462
H 2.53 3.93 1.12  0.360
H -0.43 3.26 1.87  0.724
H 1.03 2.32 1.45  -0.532
C -2.44 -3.22 1.55  0.459
C -1.79 -4.50 1.92  -2.171
C -0.32 -4.51 1.26  0.057
C -0.30 -4.47 -0.20  0.367
N -0.39 -4.39 -1.37  -0.559
H -1.78 -2.40 1.82  -0.084
H -3.41 -3.19 2.05  0.361
H -2.48 -3.13 0.46  -0.201
H -2.46 -5.35 1.76  0.443
H -1.72 -4.54 3.01  0.529
H 0.37 -5.31 1.55  0.565
H 0.22 -3.67 1.70  -0.731
C -3.89 -0.45 0.39  -0.428
C -4.49 -1.84 -0.19  0.098
C -5.87 -1.70 -0.89  -0.569
C -6.66 -2.96 -1.13  0.100
N -7.29 -3.89 -1.32  -0.449
H -2.99 -0.70 0.94  0.330
H -4.54 0.14 1.04  0.719
H -3.59 0.22 -0.42  -0.534
H -4.68 -2.44 0.70  0.273
H -3.73 -2.27 -0.84  -0.512
H -5.67 -1.24 -1.86  0.368
H -6.56 -0.97 -0.47  0.512
C 5.13 -0.46 2.26  -1.494
C 3.83 -1.37 1.97  -0.764
C 2.53 -0.53 1.82  0.962
C 2.54 0.61 0.89  -0.042
N 2.50 1.53 0.18  0.118
H 5.87 -1.08 2.77  0.468
H 4.95 0.41 2.90  0.331
H 5.52 0.02 1.37  0.293
H 3.59 -2.11 2.74  0.422
H 4.06 -2.02 1.12  0.344
H 2.30 -0.16 2.82  0.534
H 1.69 -1.17 1.56  -0.810
C 3.19 -2.88 -2.47  -0.444
C 3.10 -4.15 -1.51  -1.450
C 1.79 -4.38 -0.80  -0.848
C 1.51 -3.33 0.20  1.073
N 1.25 -2.49 0.99  -0.034
H 3.48 -1.99 -1.92  -0.098
H 2.25 -2.70 -2.99  0.036
H 4.09 -3.12 -3.04  0.341
H 3.83 -4.20 -0.70  0.479
H 3.29 -5.01 -2.16  0.553
H 1.61 -5.39 -0.45  0.657
H 1.01 -4.11 -1.51  0.154